Density functional theory data (the ωB97M-V functional and the def2-TZVPD basis) for an isolated molecule of C3H4ClF in a non-equilibrium geometry.

Structure (XYZ):
```
9
Properties=species:S:1:pos:R:3:forces:R:3:mulliken_charge:R:1
F 0.02908 -1.86779 -0.19223 -0.9554 -1.1430 -1.4855 -0.240
C -0.24941 -0.58844 -0.55005 1.5484 0.0999 1.0003 0.620
Cl -0.99116 -0.00699 -2.05959 0.2849 -1.2963 0.2914 -0.177
C 0.82539 0.24692 0.01931 2.2429 1.7108 0.6468 -0.580
C -0.53377 0.24329 0.60857 -0.2089 -1.3704 2.4093 -0.646
H 1.01736 1.22074 -0.40082 0.4119 -0.1120 -0.6050 0.256
H 1.72301 -0.12688 0.62946 -1.7797 0.0151 -1.2053 0.231
H -1.15502 0.99083 0.29787 -1.3848 2.3262 -0.0548 0.311
H -0.66549 -0.11169 1.64747 -0.1594 -0.2303 -0.9971 0.224
```
Positions in Å, forces in eV/Å.

## Properties
E_LUMO   0.0351 Eh
Energy relative to the best compared isomer or geometry (same formula, charge and spin)   26.7 kcal per mole
Frontier orbital gap   11.405 eV
Electronic energy   -676.698924 Eh
HOMO level   -10.5 eV
Net charge   0
SMILES string   FC1(Cl)CC1

Density functional theory data (the ωB97M-V functional and the def2-TZVPD basis) for a cluster of 2 separate species, H3N3O in total in a non-equilibrium geometry.

Structure (XYZ):
```
7
Properties=species:S:1:pos:R:3:forces:R:3:mulliken_charge:R:1
N -0.31020 1.22274 -0.48060 -0.1280 1.6294 0.8265 -0.549
N -1.46699 -0.57767 0.01474 -5.4789 -6.3993 1.4324 -0.693
N -0.70472 0.26739 -0.01037 1.1734 8.6433 -3.9071 0.887
O 1.47344 -0.07687 0.44622 -2.0596 0.8381 -4.4575 -0.667
H 1.19933 0.83971 0.04261 2.4098 -0.9352 2.2831 0.376
H -1.00953 -1.36346 0.37116 0.1255 -2.3443 1.1027 0.280
H 0.81869 -0.31184 -0.38377 3.9579 -1.4322 2.7199 0.365
```
Positions in Å, forces in eV/Å.

## Properties
E_LUMO   -0.0099 Eh
Energy relative to the best compared isomer or geometry (same formula, charge and spin)   93.1 kcal per mole
Frontier orbital gap   10.515 eV
Electronic energy   -241.125238 Eh
HOMO level   -10.8 eV
Net charge   0

Density functional theory data (the ωB97M-V functional and the def2-TZVPD basis) for an isolated molecule of C5H9NO3 in a non-equilibrium geometry.

Structure (XYZ):
```
18
Properties=species:S:1:pos:R:3:forces:R:3:mulliken_charge:R:1
C -1.98905 0.60986 1.22307 -0.0946 0.0568 -0.0768 -1.391
C -0.88844 0.71141 0.21219 0.2033 1.4208 0.1719 0.715
O -1.32602 0.65090 -1.12245 0.2048 -0.5754 0.5388 -0.497
C 0.36084 1.27966 0.49258 -0.8765 -0.3286 0.2313 -0.763
C 1.32683 0.51770 -0.15762 -0.3717 -1.0034 -0.3492 0.290
O 2.35729 1.06728 -0.88554 0.1243 -0.3101 -0.3182 -0.543
C 0.89250 -0.82159 -0.29645 1.0803 0.5743 -0.0183 0.372
N 1.18801 -1.55073 -1.43052 -0.1326 -0.0237 -0.3134 -0.599
O 0.57403 -1.67375 0.74004 -0.1011 0.0531 0.1128 -0.545
H -2.87382 1.18119 0.92675 0.0072 -0.0600 -0.0354 0.353
H -1.65407 0.96413 2.20099 0.0616 -0.0434 -0.1259 0.357
H -2.28941 -0.43955 1.34722 0.0300 0.0531 -0.0089 0.317
H -1.98184 -0.05597 -1.19574 0.0699 0.0715 -0.0220 0.327
H 0.55601 2.08927 1.18949 -0.1336 -0.1543 0.2446 0.374
H 2.98404 0.36123 -1.09741 -0.0350 0.1462 0.0436 0.329
H 0.85296 -2.50463 -1.41556 0.1494 0.0799 0.0661 0.253
H 0.94776 -1.06165 -2.28389 0.0252 -0.0721 0.0327 0.262
H 0.96239 -1.32476 1.55286 -0.2108 0.1153 -0.1737 0.389
```
Positions in Å, forces in eV/Å.

## Properties
E_LUMO   0.0213 Eh
Energy relative to the best compared isomer or geometry (same formula, charge and spin)   95.1 kcal per mole
Frontier orbital gap   7.312 eV
Electronic energy   -476.292611 Eh
HOMO level   -6.7 eV
Net charge   0
SMILES string   C/C(O)=C/C(O)=C(/N)O

Density functional theory data (the ωB97M-V functional and the def2-TZVPD basis) for a cluster of 8 separate species, C5H29N3O7 in total in a non-equilibrium geometry.

Structure (XYZ):
```
44
Properties=species:S:1:pos:R:3:forces:R:3:mulliken_charge:R:1
C -1.23063 -0.04939 1.73525 -0.0297 -0.0694 0.2609 -1.389
C -1.79470 0.69811 0.55827 -0.3840 -0.2955 -2.6704 1.034
C -1.29450 2.13112 0.46891 1.1243 1.7758 0.3934 -0.708
N -1.10924 2.70480 -0.88977 0.3883 -0.6451 1.5889 -0.587
N -1.49596 -0.08228 -0.70585 -0.3436 0.1037 0.6932 0.168
C -2.75214 -0.65109 -1.38134 2.3127 2.0248 1.6181 -0.665
C -2.61733 -2.11612 -1.59379 -0.8653 -0.9545 -0.8844 -0.517
N -2.51939 -2.85403 -0.33235 -0.5575 0.4633 -0.2601 -0.610
H -1.19117 0.62963 2.57667 -0.1998 -0.1821 0.5598 0.515
H -0.20000 -0.34129 1.53066 -0.0295 0.3583 -0.2690 -0.130
H -1.66935 -1.02046 1.98110 -0.6516 0.3932 0.0649 0.325
H -2.86520 0.88976 0.40927 -0.2018 -0.7133 1.2474 0.388
H -2.01790 2.78892 0.96040 -0.0847 -0.1980 0.2095 0.377
H -0.37893 2.32974 1.04747 -0.0657 -0.6353 -0.0879 0.042
H -1.91172 3.29345 -1.03905 -0.0547 -0.3041 -1.0200 0.233
H -0.97000 1.88625 -1.47571 -0.5619 0.4331 -0.6120 0.195
H -0.89544 -0.82813 -0.38811 0.1525 -0.2926 -0.5116 -0.328
H -2.82279 0.02776 -2.22515 -0.5468 -0.7349 -0.7354 0.387
H -3.55626 -0.38406 -0.69050 -0.3502 -0.5871 -0.2482 0.314
H -1.83886 -2.43201 -2.30331 0.1968 0.6223 0.1292 0.224
H -3.55003 -2.39915 -2.09855 -0.0189 -0.2727 0.1680 0.459
H -2.36146 -3.82916 -0.53914 0.2219 -0.0258 0.2478 0.255
H -1.77273 -2.47955 0.23480 0.1987 -0.3217 -0.0056 0.158
O 1.77746 -1.18743 1.52575 -1.4637 0.0763 1.1358 -0.626
H 2.47997 -1.72415 1.89112 0.3249 -0.0332 -0.6251 0.270
H 1.92989 -0.97548 0.60821 0.5275 -0.0438 -0.0302 0.184
O 0.75911 -2.23925 -1.43084 -0.0532 0.2705 -0.1232 -0.514
H 1.42519 -2.70732 -0.93002 0.2336 -0.4361 0.3663 0.303
H 1.17515 -2.09466 -2.28603 -0.0561 0.0757 -0.1828 0.290
O 1.22576 0.69631 -3.21257 0.4731 -3.1935 -1.5346 -0.682
H 1.57510 1.55542 -3.22305 -0.4084 1.7318 1.0330 0.294
H 0.52089 0.31601 -2.69030 -0.1785 1.3807 0.7124 0.356
O 3.59075 -2.46538 -0.04867 -0.4671 -0.9980 0.1713 -0.629
H 3.36832 -1.73216 -0.61851 0.7099 0.4857 -0.1696 0.299
H 4.51266 -2.45472 0.21212 0.1335 0.4332 -0.3281 0.281
O 3.40799 0.83730 1.12729 0.3729 0.3810 0.2405 -0.578
H 3.20111 1.04213 2.05461 -0.1157 -0.2955 -0.2158 0.325
H 3.65035 1.70412 0.79582 0.2400 0.1878 -0.4228 0.253
O 1.31986 1.49569 2.75994 0.2238 -0.1303 0.0582 -0.629
H 1.24458 0.59864 2.38843 0.0764 0.0653 0.0806 0.376
H 0.82216 1.48213 3.58074 -0.0284 0.0395 0.0602 0.274
O 1.83683 3.65450 0.51613 -0.0425 -0.5786 0.0585 -0.661
H 1.01008 3.41466 0.06968 0.0060 0.2883 -0.2596 0.375
H 1.98252 2.87082 1.06998 -0.1572 0.3511 0.0984 0.300
```
Positions in Å, forces in eV/Å.

## Properties
E_LUMO   0.0072 Eh
Energy relative to the best compared isomer or geometry (same formula, charge and spin)   49.5 kcal per mole
Frontier orbital gap   9.149 eV
Electronic energy   -898.781585 Eh
HOMO level   -9.0 eV
Net charge   0
SMILES string   C[C@@H](CN)NCCN.O.O.O.O.O.O.O

Q: The lowest energy relative to the best compared isomer or geometry (same formula, charge and spin) belongs to which entry?
A: C3H4ClF

Q: Number 4 is which compound?
A: C5H29N3O7

Q: Which formula does entry 3 have?
A: C5H9NO3